[1]
ORCA calculation (ωB97M-V/def2-TZVPD) on a 4-piece molecular cluster, C42H84BrF2N3O6P2 overall in a non-equilibrium geometry.

Charge ... -1
Spin multiplicity ... 4
Frontier orbital gap (spin up / spin down) ... 5.77 / 4.87 eV
Electronic energy ... -5722.32929 a.u.
HOMO energy (spin up / spin down) ... -3.676 / -3.676 eV

Element x y z (Å)
C (0.4650, -1.2274, -3.8841)
H (4.7725, 1.6935, 8.0986)
C (-6.0130, -4.9510, 5.9033)
H (1.9040, -1.5826, 6.9067)
C (-4.6459, -4.7203, 2.9866)
H (-2.7733, -2.2626, 5.0585)
H (4.7631, -1.1030, -1.5899)
H (4.0870, 2.9972, 7.1207)
C (1.4400, -3.6368, -4.9591)
H (-6.7212, -4.6569, 2.4962)
C (3.2243, -3.5991, -2.7762)
P (1.8572, -2.4583, -3.4724)
H (-0.0988, 8.8031, -6.3775)
H (-0.2407, 0.2667, 8.0682)
C (-1.7464, -0.0155, 1.5383)
C (-8.1102, -4.4671, 4.7526)
H (-4.0666, -2.3741, 6.2493)
H (1.0130, 9.1728, -5.0387)
H (1.7847, 3.5810, -7.1903)
H (-5.1649, -0.5667, 3.0386)
C (3.8320, 2.1699, 7.7944)
C (5.2759, -2.1453, -1.5912)
H (2.1503, 0.5525, 9.0642)
O (-1.1239, -0.4859, 2.6214)
H (-4.0772, -1.7854, -0.2397)
O (1.1678, 2.6999, 7.3773)
F (2.2926, -1.3202, -2.1629)
C (3.8058, 0.5275, 5.9893)
H (2.8848, 4.3718, -3.9208)
H (5.2546, -2.9018, -3.8591)
H (-8.5287, -3.9288, 5.6118)
H (-0.0636, -0.3734, 4.3604)
C (3.1423, 7.7391, -5.9440)
H (-0.6252, 2.3615, 5.0158)
C (-3.1335, -1.0564, -0.1874)
H (6.4547, -2.1209, -1.5211)
H (-5.8616, -6.0218, 5.7212)
C (-3.7305, -2.7480, 5.2767)
H (0.7173, -2.7005, -1.2685)
H (-6.2613, -6.0540, 3.4458)
C (-0.9305, 1.1246, 0.6511)
H (-4.8714, -0.3278, 4.7770)
H (1.2355, 0.7661, 4.0182)
C (-1.8490, -1.9565, -0.6772)
C (1.4890, -0.9421, 7.6929)
O (0.7411, 0.7804, -5.6204)
H (2.9970, -3.6798, -1.6010)
H (-4.9271, -2.8279, 2.0203)
H (3.8226, 6.9710, -6.3137)
H (-0.3453, -1.5873, -4.6394)
H (3.2851, 0.1425, 5.1199)
H (-1.5584, 0.9109, 5.4060)
H (-1.6113, -2.7479, 0.1572)
O (-7.0747, -2.0985, 3.8197)
Br (3.2040, -5.5168, -3.3772)
C (2.8108, -1.4187, -6.6316)
C (-6.0998, -4.9728, 3.3466)
H (-1.1012, -3.5142, -3.9449)
C (-2.0906, -2.6255, -2.1313)
C (0.9547, 8.8177, -6.0752)
O (-3.0609, -0.5795, 1.2002)
H (0.8022, -4.5697, -4.6555)
H (-3.3123, -3.0671, 2.6649)
C (1.5119, 6.9769, -7.7112)
C (1.4788, 4.9635, -5.5171)
H (-0.0394, -0.9376, -2.8375)
N (-6.1689, -2.7854, 4.6515)
F (1.5070, 1.2322, -3.3831)
H (-2.3447, -1.7826, -2.9376)
H (2.0424, 7.6761, -8.3698)
H (-1.2331, -4.6697, -2.4907)
C (1.6505, 7.4233, -6.2315)
C (-4.5863, -0.9214, 3.8994)
C (2.9083, 4.6616, -4.9796)
C (-0.9116, -3.5490, -2.7655)
H (-8.3335, -5.5323, 4.8930)
H (-5.0715, -4.5634, 6.2755)
C (2.8882, 1.1326, 7.0916)
H (-3.9861, -5.1896, 3.7248)
H (-1.6349, 1.7826, -0.0149)
H (0.3053, 4.5105, -7.3031)
H (-8.6554, -4.1517, 3.8555)
H (0.9861, -4.4061, -1.9267)
H (-0.4449, 3.9133, -5.0840)
H (1.5396, -0.7478, 4.9000)
H (0.4565, 7.0119, -8.0176)
C (-6.5631, -4.2369, 4.6341)
H (3.4333, -0.4809, 8.4717)
H (0.9841, 2.9246, -4.8262)
H (1.2256, -1.6066, 8.5239)
H (2.4031, -3.9233, -5.6044)
H (-1.2225, 2.0780, 6.6676)
H (-0.1235, 0.6479, -0.0816)
C (0.5389, 0.8275, 6.1028)
H (-0.8638, -1.2874, -0.7680)
C (4.7740, -3.1533, -2.8285)
C (2.5313, 0.0603, 8.1577)
C (-0.7884, 1.5955, 5.7843)
H (1.8408, 5.2804, -8.9938)
H (1.4391, 9.5726, -6.7078)
P (3.1405, -1.3656, -4.8152)
H (3.9846, 0.4021, -3.0591)
H (-0.2948, 1.7857, 1.4135)
H (-4.4198, -5.1964, 2.0255)
C (-4.7772, -2.4521, 4.1701)
C (4.2706, -0.0773, -4.1143)
C (0.9321, 0.2760, -4.4025)
H (-3.0789, -3.2883, -2.0665)
H (3.3731, 3.8361, -5.5320)
H (-6.7096, -4.8602, 6.7472)
C (1.3652, 4.5807, -7.0185)
N (1.6734, 1.7569, 6.4612)
C (0.6135, -3.3257, -2.2845)
C (0.2379, -0.2208, 7.2067)
O (-0.2806, 6.4930, -5.2663)
C (0.5899, 3.9435, -4.7235)
H (5.3619, -4.1579, -2.5235)
H (3.2098, -2.4007, -7.1273)
H (-3.5376, -0.6892, 3.6736)
H (-3.3785, -0.1967, -0.9770)
H (4.5026, 1.2775, 5.5924)
C (2.0396, 5.5683, -7.9550)
H (5.3554, -0.5315, -3.9556)
N (1.1249, 6.4014, -5.2522)
H (3.4579, 8.6593, -6.4471)
H (3.1271, 5.5286, -7.8277)
C (-4.3757, -3.2241, 2.8852)
H (0.5702, 4.1805, -3.6526)
H (4.9157, -2.7048, -0.5999)
H (3.3916, 2.5952, 8.7036)
H (4.4258, 0.8274, -4.8753)
H (3.6007, 5.4945, -5.0257)
H (-0.4822, -0.9628, 6.8392)
H (4.4089, -0.2985, 6.3852)
H (1.6494, -1.3514, -6.8999)
H (3.3171, 7.8819, -4.8727)
H (3.3048, -0.4867, -7.1851)
C (0.8418, 0.0813, 4.7764)
H (-3.4916, -3.8082, 5.3691)
H (0.7554, -3.0709, -5.7615)

Atomic partial charges in e from the Löwdin method, atoms 1 to 99: C -0.24; H 0.08; C -0.04; H 0.11; C -0.19; H 0.08; H 0.04; H 0.08; C -0.35; H 0.12; C -0.76; P 0.36; H 0.07; H 0.12; C -0.27; C -0.06; H 0.09; H 0.09; H 0.12; H 0.08; C -0.06; C -0.15; H 0.12; O -0.04; H 0.14; O -0.04; F -0.36; C -0.03; H 0.09; H 0.08; H 0.08; H 0.05; C -0.06; H 0.09; C -0.18; H 0.08; H 0.09; C -0.05; H 0.09; H 0.12; C -0.01; H 0.09; H 0.09; C -0.19; C -0.19; O -0.08; H 0.08; H 0.12; H 0.06; H 0.09; H 0.05; H 0.08; H 0.14; O -0.03; Br 0.59; C -0.37; C -0.15; H 0.11; C -0.24; C -0.05; O -0.13; H 0.03; H 0.12; C -0.15; C -0.46; H 0.09; N -0.02; F -0.09; H 0.12; H 0.12; H 0.11; C -0.47; C -0.04; C -0.03; C -0.26; H 0.08; H 0.05; C -0.47; H 0.11; H 0.09; H 0.12; H 0.07; H 0.07; H 0.08; H 0.07; H 0.12; C -0.47; H 0.12; H 0.04; H 0.11; H 0.03; H 0.07; H 0.10; C -0.46; H 0.09; C -0.37; C -0.15; C -0.04; H 0.11

[2]
ORCA calculation (ωB97M-V/def2-TZVPD) on a 9-piece molecular cluster, C42H86N4O29PS overall in a non-equilibrium geometry.

Charge ... +1
Spin multiplicity ... 1
Frontier orbital gap ... 8.83 eV
Electronic energy ... -4792.36131 a.u.
HOMO energy ... -11.732 eV

Element x y z (Å)
O (-5.5807, 4.4125, 0.2763)
O (-11.2429, -2.4970, 4.5927)
C (5.5916, 1.2745, -6.7183)
H (0.4312, 1.2591, 7.6754)
O (-7.4589, 5.6233, -0.0393)
H (-9.8045, -5.5856, 2.8638)
H (1.7193, 1.9054, -3.3832)
C (1.3709, 1.7791, 7.5134)
O (2.2145, 3.8495, -9.0508)
O (-0.4007, -6.5221, 4.8250)
H (-5.0581, -4.6467, 7.3039)
H (-9.2771, -6.1773, 4.4611)
H (1.5645, 0.6743, -1.3445)
H (2.6487, 0.8315, -11.5957)
H (8.1613, 8.7084, 6.8764)
H (6.1211, 7.4565, 7.6501)
C (6.0651, 8.4674, 7.2473)
P (-0.0278, 3.6989, 2.3548)
C (3.3424, 4.8051, -6.8679)
O (0.1775, -0.7378, -2.0068)
C (-0.5716, -5.4351, 4.1042)
H (-0.5358, 0.6340, -0.6714)
H (-4.5872, 7.1370, 2.5587)
H (4.0937, 5.2084, -7.5444)
H (0.2463, -7.2545, 6.5834)
C (7.2238, 8.7656, 6.3235)
H (-7.4531, -3.9476, 7.6436)
C (7.6001, -1.0017, -7.0574)
H (-2.3625, -2.2576, 2.9289)
C (2.0788, 1.2107, -9.5667)
H (-7.5978, -3.6362, 5.9076)
H (-3.3321, -1.1818, 3.9641)
C (-12.1599, -1.5267, 4.0507)
H (7.1202, -4.0345, -9.4930)
O (-0.8980, 3.8513, 1.0162)
H (2.2009, 4.0934, 5.1611)
H (-1.1764, -4.9984, 0.9899)
C (2.6345, 3.0667, -8.2431)
H (1.1370, 1.7127, -9.7845)
O (4.7942, 8.6506, 6.5929)
C (3.0568, 1.3238, -10.7133)
H (6.2144, -8.9479, -9.0383)
H (-1.7487, -0.4328, -1.4348)
O (-0.5098, -4.2886, 4.4961)
H (0.0160, 1.8369, -2.9580)
H (-1.4858, 1.9956, 3.2243)
H (6.4158, -10.3922, -10.0393)
H (-2.2070, -6.7703, 6.7811)
O (2.6284, 1.7407, -8.3398)
O (5.9960, -7.2482, -11.2050)
C (-0.1775, -6.3147, 6.2384)
H (0.5566, -2.1407, 2.7044)
C (-1.4634, -5.9946, 6.9656)
C (-10.0809, -5.6984, 3.9096)
H (5.0671, 0.3282, -6.8470)
H (3.2512, 2.3666, -10.9589)
H (-11.9688, -1.4055, 2.9849)
H (-2.5256, 6.7125, 1.2423)
C (6.0479, -4.2055, -9.5355)
C (-1.1686, -4.6707, 2.0250)
N (0.5143, 2.0927, 5.2815)
C (2.5479, 3.2922, 5.8075)
O (-11.6543, -3.8643, 2.8373)
H (-2.0433, -2.1956, 4.6756)
O (7.2332, -6.5588, -9.4409)
H (-7.3842, 4.5581, -1.8210)
H (8.3496, -3.4130, -7.6419)
O (5.0200, 6.6482, 5.5646)
H (6.4117, -9.0018, -12.0929)
O (-3.9516, -2.6785, 6.2177)
H (-10.9901, -6.2918, 3.9880)
O (-5.8942, 6.4623, 1.1830)
H (-1.1526, 0.7070, 1.4875)
C (0.4926, 1.5050, 4.0668)
C (2.7681, 7.0699, 4.2674)
C (0.4747, -1.5650, 0.6536)
H (1.2565, 0.8480, -5.1559)
H (7.6795, -8.4418, -11.0009)
C (-0.4263, 2.0243, 2.9590)
H (-14.2587, -1.0998, 3.9784)
H (5.5484, -3.3054, -9.8775)
N (-0.2599, 0.9219, 1.9313)
H (-1.1346, 3.0384, 0.5580)
H (-3.6676, 7.6644, 0.2751)
H (-6.1697, -5.6489, 6.3730)
H (4.9775, 2.0607, -7.1575)
O (6.7624, -1.3997, -7.8286)
C (-5.7841, -4.6384, 6.4911)
H (7.3754, -3.5210, -6.1567)
C (6.6021, -8.5513, -11.1210)
H (3.6687, 4.9236, -5.8387)
H (9.1520, -3.6273, -6.0687)
H (3.3906, 7.0942, 3.3736)
C (-0.7374, -0.3834, -1.0348)
O (0.5539, 0.6419, -4.5405)
H (4.0029, 0.8475, -10.4533)
O (-0.7459, -1.3266, 0.0307)
H (-6.5153, -2.6506, 6.8954)
H (1.8669, 0.1682, -9.3391)
H (-11.8987, -0.5972, 4.5526)
C (-4.2458, -3.3605, 5.2712)
O (8.4570, -1.7590, -6.3780)
O (-10.2659, -4.4203, 4.5279)
O (7.8250, 0.2706, -6.7379)
H (1.7577, 7.3770, 4.0174)
O (5.7375, -5.2303, -10.4849)
H (-8.9878, 4.8521, -1.1031)
H (1.4897, 1.4355, 3.5883)
C (-4.5804, 6.3954, 1.7627)
C (-13.6005, -1.8991, 4.3189)
H (-0.4404, -3.8777, 2.1739)
C (-6.2445, 5.4055, 0.4545)
H (7.4710, 2.1771, -7.2667)
H (0.6262, -0.6005, 4.5125)
H (2.0745, -0.4121, -2.6347)
C (-6.9034, -3.6576, 6.7485)
H (-4.4383, 5.4147, 2.2168)
C (-11.1130, -3.6145, 3.8824)
H (7.2618, 8.0505, 5.5030)
H (-1.2750, -5.9378, 8.0374)
H (2.3951, 5.3145, -7.0253)
H (5.6785, -4.4795, -8.5485)
H (-2.1566, -4.3075, 2.2995)
H (1.6758, 3.0530, 1.1354)
C (6.0001, -9.3849, -10.0124)
H (6.8788, 0.9945, -8.4337)
O (-3.7252, -3.2267, 4.0407)
H (1.2956, -0.9807, 0.2377)
H (2.1839, 1.0442, 7.5402)
C (8.3136, -3.1693, -6.5834)
O (-5.1035, -4.3677, 5.2459)
O (-0.8100, -5.7849, 2.8353)
H (1.5564, 2.5107, 8.2976)
C (-7.9558, 4.5887, -0.8950)
H (0.7329, -2.6185, 0.5525)
H (4.9179, -9.4494, -10.1304)
C (0.0559, -0.2105, 2.6780)
C (6.4021, -6.3693, -10.2934)
C (1.4149, 2.3670, 6.1406)
H (-1.8742, -5.0397, 6.6374)
H (-7.9058, 3.6218, -0.3994)
O (3.1997, 3.3912, -7.0690)
S (-0.3861, 5.0505, 3.6285)
H (7.1262, 9.7666, 5.9028)
C (0.8623, 1.2288, -3.2934)
H (0.5699, -5.5336, 6.3732)
C (6.9531, 1.2257, -7.3714)
N (-0.0109, 0.0094, 4.0030)
O (3.2491, 8.0067, 5.2323)
H (5.6923, 1.4681, -5.6481)
H (-13.7609, -2.0539, 5.3862)
O (1.4975, 3.6422, 1.8786)
C (-2.8150, -2.1405, 3.9112)
H (-3.4770, 5.9386, -0.0294)
H (6.0424, 9.1656, 8.0812)
C (-3.4996, 6.6981, 0.7514)
H (2.7564, 6.0653, 4.6789)
H (3.0269, 3.6962, 6.6969)
C (1.2341, 0.1772, -2.2690)
H (3.3227, 2.7300, 5.2721)
H (-13.8691, -2.8147, 3.7947)
N (0.3823, -1.3445, 2.1039)
C (4.4211, 7.6745, 5.7770)

Atomic partial charges in e from the Löwdin method, atoms 1 to 99: O 0.10; O 0.03; C -0.06; H 0.09; O 0.01; H 0.10; H 0.13; C -0.01; O 0.14; O 0.06; H 0.12; H 0.09; H 0.11; H 0.08; H 0.08; H 0.12; C -0.20; P 0.16; C -0.03; O -0.07; C -0.60; H 0.11; H 0.13; H 0.10; H 0.13; C -0.06; H 0.09; C -0.61; H 0.07; C -0.20; H 0.08; H 0.10; C -0.21; H 0.08; O -0.18; H 0.04; H 0.11; C -0.62; H 0.12; O 0.04; C -0.06; H 0.07; H 0.15; O 0.09; H 0.12; H 0.14; H 0.08; H 0.09; O 0.02; O 0.04; C -0.19; H 0.15; C -0.05; C -0.04; H 0.08; H 0.08; H 0.12; H 0.07; C -0.04; C -0.03; N 0.13; C 0.00; O 0.13; H 0.08; O 0.12; H 0.10; H 0.08; O 0.11; H 0.12; O 0.13; H 0.10; O 0.04; H 0.14; C -0.33; C -0.05; C -0.16; H 0.08; H 0.12; C -0.30; H 0.08; H 0.09; N 0.11; H 0.07; H 0.08; H 0.12; H 0.05; O 0.11; C -0.20; H 0.10; C -0.21; H 0.09; H 0.10; H 0.10; C -0.24; O -0.03; H 0.08; O -0.06; H 0.08; H 0.12

- The highest spin multiplicity belongs to which entry?
  C42H84BrF2N3O6P2

- Look up the spin multiplicity of the first one.
  4